1.
{"formula": "C5H8IN2", "method": "the ωB97M-V functional and the def2-TZVPD basis", "e_above_lowest_kj_mol": 414.0, "smiles": "C=N[C@@H](I)[NH+]=C1CC1", "total_charge": 1, "homo_lumo_gap_ev": 8.716, "homo_energy_ev": -13.6355, "max_force_ev_per_a": 3.8, "elements": ["C", "N", "C", "I", "N", "C", "C", "C", "H", "H", "H", "H", "H", "H", "H", "H"], "positions_angstrom": [[-0.030699, 1.474192, -0.771564], [-0.957085, 1.273115, 0.071073], [-1.774814, 0.369364, 0.591205], [-3.827464, 0.766925, 0.061387], [-1.290282, -1.214927, 0.127205], [-0.217330, -1.891210, -0.080676], [0.657293, -2.563128, -1.149524], [1.156316, -2.064590, 0.235740], [0.582459, 0.665879, -1.187180], [0.121486, 2.570730, -1.150002], [-1.782443, 0.395347, 1.759756], [-2.018705, -1.280484, -0.578040], [0.931324, -1.921513, -2.011503], [0.317317, -3.544393, -1.288273], [1.555492, -2.804924, 0.820734], [1.726072, -1.157982, 0.313085]], "forces_ev_per_a": [[-0.857, 1.360, 0.168], [0.493, 1.490, -1.339], [0.877, -0.237, 3.728], [0.534, -0.570, -0.168], [-0.649, 0.120, -0.954], [-0.430, 1.104, -0.926], [-1.137, 2.940, 0.945], [-0.092, 0.768, -1.277], [-0.141, 0.084, -0.118], [0.100, -2.156, 0.950], [0.257, -0.262, -2.252], [0.314, -0.903, -0.515], [-0.573, -0.749, 0.435], [0.543, -1.574, -0.248], [0.403, -1.766, 1.838], [0.357, 0.350, -0.267]], "mulliken_charge": [-0.19, -0.11, -0.43, 0.27, -0.25, 0.44, -0.44, -0.52, 0.16, 0.27, 0.43, 0.29, 0.23, 0.31, 0.31, 0.22]}

=====

2.
{"formula": "C5H8IN3O2", "method": "the ωB97M-V functional and the def2-TZVPD basis", "e_above_lowest_kj_mol": 403.6, "smiles": "C/C=N/[C@H](/C(I)=N/C)[N+](=O)[O-]", "homo_lumo_gap_ev": 8.932, "homo_energy_ev": -9.2103, "max_force_ev_per_a": 5.1, "elements": ["C", "C", "N", "C", "C", "I", "N", "C", "N", "O", "O", "H", "H", "H", "H", "H", "H", "H", "H"], "positions_angstrom": [[1.669777, 1.121416, -2.706584], [1.063801, 0.909752, -1.425512], [1.516916, -0.059793, -0.712412], [0.983571, -0.470389, 0.527974], [-0.836207, -0.846475, 0.591491], [-1.107068, -2.435395, -0.703826], [-1.626461, -0.421570, 1.431034], [-2.942699, -0.856671, 1.743321], [1.228218, 0.526259, 1.665050], [1.491623, 1.651683, 1.310032], [1.326497, 0.089386, 2.787573], [1.105980, 1.321314, -3.680931], [2.242072, 2.028065, -2.760934], [2.353649, 0.300944, -3.126600], [0.086235, 1.275925, -1.271958], [1.325603, -1.452319, 0.805713], [-3.011667, -0.548371, 2.775189], [-3.233881, -1.930674, 1.559131], [-3.635960, -0.203085, 1.192247]], "forces_ev_per_a": [[1.906, -0.135, -4.761], [-0.468, -3.514, 0.710], [0.326, 0.666, 0.096], [-3.865, 0.340, -0.099], [2.899, 0.819, 0.534], [-0.365, -0.824, -0.761], [1.482, 0.197, -0.660], [-0.941, 0.143, -0.144], [1.466, -0.499, -0.869], [-0.581, 0.406, 0.353], [-0.567, -0.094, -0.042], [-0.694, -0.364, 1.820], [0.741, 0.626, 0.541], [-0.732, 0.924, 1.510], [-1.028, 1.176, 0.713], [0.388, -0.038, 0.379], [-0.711, -0.506, 0.475], [0.702, 0.963, 0.128], [0.041, -0.284, 0.076]], "mulliken_charge": [-1.13, 0.30, -0.44, -0.59, 0.14, 0.07, -0.32, -0.82, 1.05, -0.58, -0.58, 0.32, 0.29, 0.30, 0.45, 0.61, 0.30, 0.31, 0.31]}

=====

3.
{"formula": "C5H8IN5O", "method": "the ωB97M-V functional and the def2-TZVPD basis", "e_above_lowest_kj_mol": 0.0, "smiles": "[NH2+]=C1NC(=O)[C@@H]2[NH+]=CN[C@]2(I)N1", "total_charge": 2, "homo_lumo_gap_ev": 9.235, "homo_energy_ev": -17.3008, "max_force_ev_per_a": 2.4, "elements": ["N", "C", "N", "C", "O", "C", "N", "C", "N", "C", "I", "N", "H", "H", "H", "H", "H", "H", "H", "H"], "positions_angstrom": [[-2.822140, -0.957999, 0.636164], [-1.695009, -0.385397, 0.284432], [-1.624996, 0.338645, -0.852437], [-0.464002, 0.890054, -1.404235], [-0.405661, 1.261083, -2.524703], [0.722849, 1.005235, -0.421038], [1.942303, 0.531365, -1.062733], [2.490974, -0.458637, -0.418397], [1.832906, -0.819724, 0.654406], [0.624870, 0.183412, 0.876246], [1.045874, 1.388563, 2.717239], [-0.586262, -0.542815, 1.030560], [-3.668935, -0.858270, 0.085445], [-2.910440, -1.534641, 1.465943], [-2.446426, 0.414259, -1.454835], [0.819487, 2.079009, -0.204284], [2.277182, 0.947795, -1.926482], [3.399651, -0.951368, -0.745577], [2.144111, -1.472742, 1.361628], [-0.676340, -1.057828, 1.902657]], "forces_ev_per_a": [[-0.305, -0.089, 0.044], [0.340, -0.043, -0.043], [-0.667, 0.051, -0.161], [0.522, -0.325, 0.754], [0.063, 0.158, -0.245], [-0.270, 0.543, -0.210], [-0.127, 0.341, -0.222], [0.288, -0.411, 0.080], [-1.871, 1.539, 0.291], [2.207, -0.719, 0.595], [-0.214, -0.688, -1.024], [-0.441, -0.212, 0.186], [0.188, 0.003, 0.027], [0.099, 0.148, -0.089], [0.147, -0.089, 0.159], [-0.076, -0.260, 0.000], [0.070, -0.169, 0.094], [0.017, 0.056, -0.016], [0.124, 0.021, -0.068], [-0.094, 0.147, -0.152]], "mulliken_charge": [-0.31, 0.59, -0.10, 0.05, -0.43, 0.24, -0.13, -0.12, -0.11, -0.36, 0.35, -0.17, 0.24, 0.23, 0.30, 0.48, 0.25, 0.44, 0.25, 0.31]}

=====

4.
{"formula": "C5H8N", "method": "the ωB97M-V functional and the def2-TZVPD basis", "e_above_lowest_kj_mol": 444.2, "smiles": "C=C[N+]1=C[C@H]1C", "total_charge": 1, "homo_lumo_gap_ev": 9.531, "homo_energy_ev": -15.1544, "max_force_ev_per_a": 4.9, "elements": ["C", "C", "N", "C", "C", "C", "H", "H", "H", "H", "H", "H", "H", "H"], "positions_angstrom": [[1.829455, 1.310077, 1.028058], [0.703848, 0.743943, 1.409631], [0.176777, -0.074024, 0.506783], [0.709246, -0.688648, -0.473744], [-0.633829, -0.156732, -0.761232], [-1.881075, -1.120158, -0.842561], [2.260903, 1.127809, 0.007108], [2.192389, 2.189833, 1.614470], [0.148729, 0.850608, 2.352493], [1.680850, -1.090921, -0.815231], [-0.672046, 0.820955, -1.348007], [-1.999540, -1.613941, 0.215568], [-1.621476, -1.751855, -1.773073], [-2.894231, -0.546945, -1.120264]], "forces_ev_per_a": [[1.092, 2.442, -0.021], [0.468, 1.555, 3.027], [-0.248, -3.344, -3.602], [-0.804, -0.067, 0.071], [-1.644, 0.203, -1.109], [-0.523, 1.180, -0.083], [-0.400, 0.331, 1.304], [0.217, -1.248, -0.438], [0.435, 0.367, -0.555], [-0.637, 0.300, 0.452], [0.094, -1.330, 0.695], [0.200, 0.379, -2.465], [-0.703, 0.330, 1.905], [2.455, -1.099, 0.818]], "mulliken_charge": [-0.68, 0.10, 0.00, -0.17, 0.19, -0.97, 0.23, 0.28, 0.38, 0.42, 0.33, 0.30, 0.29, 0.30]}

=====

5.
{"formula": "C5H8N", "method": "the ωB97M-V functional and the def2-TZVPD basis", "e_above_lowest_kj_mol": 427.9, "smiles": "C=C(C)[N+]1=CC1", "total_charge": 1, "homo_lumo_gap_ev": 8.253, "homo_energy_ev": -14.1301, "max_force_ev_per_a": 5.4, "elements": ["C", "C", "C", "N", "C", "C", "H", "H", "H", "H", "H", "H", "H", "H"], "positions_angstrom": [[0.241627, 1.361086, 1.362037], [0.190202, 0.223430, 0.558870], [1.140925, -0.872068, 0.576067], [-0.656430, 0.290311, -0.489041], [-1.695681, 0.744682, -1.100928], [-1.116408, -0.454941, -1.690377], [-0.310143, 2.271591, 1.083420], [0.892548, 1.455007, 2.230232], [0.736933, -1.665457, -0.171860], [1.276815, -1.245032, 1.681437], [2.094022, -0.471041, 0.250444], [-2.417158, 1.480113, -0.815287], [-1.301550, -1.580923, -1.487418], [-0.752420, -0.331278, -2.749819]], "forces_ev_per_a": [[-0.318, -1.353, -1.510], [1.087, 4.223, 3.110], [-0.143, -2.604, 0.946], [-2.507, 0.847, -3.624], [1.106, -1.051, 2.687], [0.295, -2.453, -1.704], [0.024, -0.629, 0.251], [-0.110, -0.317, -0.274], [1.213, 0.894, 1.687], [-0.301, 0.294, -2.347], [0.272, -0.349, -0.194], [-0.533, 0.268, -0.348], [-0.742, 2.140, -0.129], [0.657, 0.089, 1.450]], "mulliken_charge": [-0.87, 0.85, -0.95, 0.11, 0.07, -0.61, 0.25, 0.30, 0.27, 0.34, 0.28, 0.40, 0.32, 0.26]}

=====

6.
{"formula": "C5H8N", "method": "the ωB97M-V functional and the def2-TZVPD basis", "e_above_lowest_kj_mol": 420.0, "smiles": "[NH3+][C@]12C=C[C@H]1C2", "total_charge": 1, "homo_lumo_gap_ev": 9.872, "homo_energy_ev": -13.6964, "max_force_ev_per_a": 4.2, "elements": ["N", "C", "C", "C", "C", "C", "H", "H", "H", "H", "H", "H", "H", "H"], "positions_angstrom": [[1.268335, -0.997730, 0.703157], [0.231044, -0.269856, -0.195803], [0.343581, 0.510705, -1.565559], [-0.583439, 1.382942, -1.124522], [-0.533953, 0.886192, 0.357852], [-1.190289, -0.448637, 0.538812], [1.253079, -0.498175, 1.691686], [2.231773, -0.910352, 0.262475], [1.073185, -1.961725, 0.761492], [0.923555, 0.231413, -2.397995], [-1.211369, 2.154753, -1.609720], [-0.379984, 1.542384, 1.139244], [-2.048514, -0.700190, 0.015547], [-1.377004, -0.921724, 1.423333]], "forces_ev_per_a": [[1.592, 3.837, 0.115], [-0.307, -0.333, 1.866], [-1.234, -0.873, 2.694], [0.431, 0.138, 0.180], [-1.553, -0.996, -1.998], [1.268, 1.978, -3.447], [0.287, -1.585, -2.415], [-1.207, 0.040, 0.954], [-0.459, -1.485, 0.340], [0.048, -0.106, -1.198], [0.597, -0.629, 0.390], [0.851, 1.159, 1.531], [-1.281, -0.135, -1.949], [0.967, -1.010, 2.937]], "mulliken_charge": [-0.30, 0.38, -0.63, -0.39, -0.25, -0.87, 0.42, 0.39, 0.36, 0.45, 0.40, 0.43, 0.30, 0.30]}

=====

7.
{"formula": "C5H8N", "method": "the ωB97M-V functional and the def2-TZVPD basis", "e_above_lowest_kj_mol": 557.3, "smiles": "C1[C@@H]2[N@H+]1C21CC1", "total_charge": 1, "homo_lumo_gap_ev": 11.694, "homo_energy_ev": -15.2236, "max_force_ev_per_a": 4.6, "elements": ["C", "C", "N", "C", "C", "C", "H", "H", "H", "H", "H", "H", "H", "H"], "positions_angstrom": [[1.855415, 0.525180, -0.037625], [1.220627, -0.468458, 0.705434], [0.861770, -0.317746, -0.737463], [-0.382587, -0.101965, -0.044115], [-1.737153, -0.636692, 0.093978], [-1.444155, 0.843014, 0.187611], [1.687138, 1.599261, -0.028452], [2.808830, 0.501525, -0.466342], [1.536770, -1.373533, 1.184657], [1.005145, -0.872876, -1.721427], [-2.006830, -1.348793, 0.810552], [-2.093543, -1.128250, -0.769243], [-1.908885, 1.518903, -0.464856], [-1.402547, 1.260432, 1.287287]], "forces_ev_per_a": [[0.360, 3.133, -1.517], [-4.114, -0.656, -0.075], [-0.864, -1.447, -3.806], [3.972, -1.227, 2.020], [1.305, -0.650, -0.983], [-0.170, 0.811, 3.947], [-1.020, -0.035, 0.584], [1.711, -1.305, -0.328], [0.036, -0.262, -0.059], [-0.038, 1.418, 3.281], [-0.096, -0.188, 2.083], [-0.680, 0.496, -1.667], [-0.127, 0.736, -1.220], [-0.274, -0.824, -2.259]], "mulliken_charge": [-0.27, -0.19, -0.12, 0.40, -0.57, -0.60, 0.23, 0.33, 0.29, 0.42, 0.30, 0.26, 0.31, 0.21]}

=====

8.
{"formula": "C5H8N", "method": "the ωB97M-V functional and the def2-TZVPD basis", "e_above_lowest_kj_mol": 543.7, "smiles": "C[C@H]1C2=C[N@@+]21C", "total_charge": 1, "homo_lumo_gap_ev": 10.011, "homo_energy_ev": -15.4122, "max_force_ev_per_a": 2.5, "elements": ["C", "C", "C", "C", "N", "C", "H", "H", "H", "H", "H", "H", "H", "H"], "positions_angstrom": [[-1.292732, -1.354228, 0.391965], [-0.662885, -0.426806, -0.592819], [-0.859600, 1.002398, -0.811156], [0.262138, 1.519391, -1.233006], [0.652389, 0.312371, -0.439241], [1.383062, 0.533756, 0.765209], [-0.679840, -1.602862, 1.224012], [-1.592769, -2.245767, -0.148051], [-2.238577, -1.092682, 0.889929], [-0.569699, -0.838346, -1.533860], [0.828243, 2.384111, -1.580589], [1.363199, 1.568240, 0.892681], [0.994158, 0.041024, 1.578397], [2.412911, 0.199401, 0.596528]], "forces_ev_per_a": [[-1.229, -0.244, 0.268], [0.300, 0.163, 1.023], [-0.679, 1.608, 0.148], [0.115, -1.001, 0.835], [-0.316, 0.320, -2.145], [1.248, 0.107, -0.950], [0.953, -0.376, 0.459], [0.467, -0.315, 0.009], [0.323, 0.950, -0.501], [-0.108, -1.117, -1.897], [-0.169, -0.564, 0.022], [0.333, 1.638, 0.890], [-1.033, -1.168, 1.898], [-0.205, 0.001, -0.059]], "mulliken_charge": [-1.23, 0.59, -0.19, -0.17, -0.02, -0.83, 0.36, 0.32, 0.37, 0.35, 0.42, 0.34, 0.38, 0.31]}

=====

9.
{"formula": "C5H8N", "method": "the ωB97M-V functional and the def2-TZVPD basis", "e_above_lowest_kj_mol": 478.6, "smiles": "[NH3+]/C=C/C1=CC1", "total_charge": 1, "homo_lumo_gap_ev": 8.114, "homo_energy_ev": -12.6142, "max_force_ev_per_a": 5.5, "elements": ["N", "C", "C", "C", "C", "C", "H", "H", "H", "H", "H", "H", "H", "H"], "positions_angstrom": [[2.430620, 0.044890, 0.046334], [1.197485, 0.755481, -0.190057], [-0.046982, 0.011598, -0.009919], [-1.505404, 0.173410, 0.039461], [-2.608092, 0.900942, 0.046644], [-2.834396, -0.542344, -0.063971], [3.025036, 0.244302, -0.722342], [2.115630, -0.911769, -0.028158], [3.010561, 0.140513, 0.874789], [1.387258, 1.839721, -0.271835], [0.063542, -0.935390, 0.412333], [-3.170138, 1.729846, 0.299855], [-3.465095, -1.057183, 0.686090], [-2.934148, -0.865498, -1.069638]], "forces_ev_per_a": [[-0.520, -1.285, -0.280], [-5.340, 0.166, 1.343], [2.384, 3.190, 0.547], [0.676, 2.181, -0.326], [1.968, -1.517, 0.193], [-0.275, -0.601, -0.208], [1.051, -0.066, -1.120], [0.632, -0.900, 0.055], [-0.384, 0.506, 0.744], [-0.760, -0.767, -0.377], [1.077, -2.012, 0.171], [-0.623, 1.766, 0.115], [1.036, 0.040, -0.137], [-0.923, -0.702, -0.720]], "mulliken_charge": [-0.28, -0.06, -0.13, -0.38, -0.09, -0.67, 0.36, 0.34, 0.31, 0.39, 0.30, 0.42, 0.25, 0.23]}

=====

10.
{"formula": "C5H8N", "method": "the ωB97M-V functional and the def2-TZVPD basis", "e_above_lowest_kj_mol": 318.7, "smiles": "C=C/C=C\\[NH+]=C", "total_charge": 1, "homo_lumo_gap_ev": 8.091, "homo_energy_ev": -13.4421, "max_force_ev_per_a": 3.8, "elements": ["C", "C", "C", "C", "N", "C", "H", "H", "H", "H", "H", "H", "H", "H"], "positions_angstrom": [[-2.752872, -0.302933, -0.065285], [-1.433504, -0.424237, -0.053940], [-0.641192, 0.703065, 0.138740], [0.711206, 0.961578, 0.156237], [1.980881, 0.270427, -0.130689], [2.389055, -0.897637, 0.064149], [-3.296762, -1.206991, -0.184364], [-3.301475, 0.502771, 0.347665], [-0.976974, -1.331041, -0.204105], [-1.339017, 1.495885, 0.395929], [0.972248, 2.028150, 0.295819], [2.673712, 0.833014, -0.767961], [1.598903, -1.617773, 0.361964], [3.415790, -1.014274, -0.354162]], "forces_ev_per_a": [[0.101, -1.421, 0.919], [-0.643, 0.289, -0.407], [2.388, 0.978, 0.810], [-0.432, 1.775, -0.137], [-0.606, 3.009, -2.202], [-0.055, -1.512, -0.912], [-0.699, -0.517, -0.379], [-0.269, 1.167, -0.278], [0.769, -2.233, -0.680], [0.978, 0.873, -0.041], [-0.152, -0.832, -0.006], [-1.784, -0.557, 2.046], [1.345, 0.025, 0.438], [-0.941, -1.044, 0.829]], "mulliken_charge": [-0.91, 0.04, 0.15, -0.46, -0.07, -0.07, 0.30, 0.31, 0.31, 0.25, 0.31, 0.35, 0.23, 0.28]}